(1)
{"formula": "C26H50Cl2MgN3O5Si", "method": "ωB97M-V with the def2-TZVPD basis set", "elements": ["C", "C", "H", "H", "H", "C", "C", "H", "H", "H", "H", "Mg", "Cl", "C", "O", "N", "C", "C", "H", "H", "H", "H", "H", "H", "H", "H", "H", "C", "C", "N", "H", "C", "O", "H", "H", "H", "H", "H", "H", "C", "C", "N", "H", "C", "O", "H", "H", "H", "H", "O", "C", "C", "C", "H", "C", "H", "C", "H", "C", "C", "H", "H", "H", "Si", "Cl", "C", "C", "C", "H", "H", "H", "H", "H", "H", "H", "H", "H", "C", "C", "C", "O", "H", "H", "H", "H", "H", "H", "H"], "coordinates": [[4.330, 2.630, 0.560], [2.969, 3.257, 0.507], [5.012, 3.039, -0.208], [4.216, 1.554, 0.375], [4.818, 2.740, 1.551], [2.707, 4.482, 0.050], [3.739, 5.475, -0.361], [1.664, 4.815, -0.037], [4.605, 4.981, -0.813], [4.076, 6.067, 0.504], [3.313, 6.175, -1.085], [0.161, -0.709, -0.005], [1.674, -3.561, -1.233], [-2.123, 0.936, 1.380], [-1.710, 0.444, 0.303], [-3.369, 1.389, 1.597], [-4.362, 1.378, 0.529], [-3.747, 2.079, 2.832], [-1.450, 1.022, 2.258], [-4.017, 0.712, -0.263], [-4.511, 2.395, 0.134], [-5.319, 1.027, 0.939], [-2.996, 1.892, 3.608], [-4.727, 1.715, 3.175], [-3.822, 3.164, 2.672], [-3.095, -5.258, -0.301], [-0.619, -6.456, 0.687], [-2.373, -4.716, -0.931], [-0.284, -5.841, -0.159], [-1.081, -4.629, -0.265], [-2.764, -3.712, -1.149], [-0.681, -3.500, 0.307], [-1.025, -2.340, -0.058], [0.772, -5.573, -0.014], [0.044, -3.602, 1.146], [-2.260, -5.289, -1.859], [-0.379, -6.407, -1.090], [2.622, 1.966, -2.572], [0.735, 3.842, -2.593], [1.978, 1.397, -3.259], [0.273, 3.174, -3.340], [0.589, 1.785, -3.044], [2.099, 0.327, -3.064], [-0.318, 0.969, -2.476], [-0.066, -0.190, -2.045], [-0.813, 3.315, -3.323], [-1.330, 1.411, -2.409], [2.249, 1.641, -4.298], [0.672, 3.436, -4.330], [1.582, 1.616, -0.324], [1.795, 2.304, 0.792], [-0.421, 3.495, 0.380], [0.518, 3.029, 1.293], [-0.351, 3.156, -0.659], [-1.425, 4.374, 0.798], [2.147, 1.655, 1.627], [0.376, 3.314, 2.651], [-2.125, 4.779, 0.065], [-1.515, 4.734, 2.147], [-0.623, 4.192, 3.075], [1.078, 2.859, 3.356], [-2.272, 5.453, 2.469], [-0.708, 4.439, 4.131], [3.484, -2.441, -1.424], [2.766, -0.691, -0.389], [3.033, -2.276, -3.296], [4.217, -3.423, 0.089], [5.353, -2.284, -2.037], [2.100, -1.743, -3.470], [2.888, -3.284, -3.708], [3.799, -1.770, -3.891], [5.513, -1.610, -2.899], [5.601, -3.315, -2.343], [6.019, -1.982, -1.209], [3.529, -3.625, 0.928], [5.069, -2.848, 0.485], [4.601, -4.377, -0.288], [1.331, -0.817, 4.158], [0.532, -1.363, 2.983], [-0.899, -1.642, 3.416], [0.604, -0.526, 1.891], [0.894, 0.131, 4.505], [2.366, -0.632, 3.858], [1.345, -1.512, 5.006], [0.992, -2.326, 2.684], [-1.349, -0.738, 3.851], [-1.505, -1.953, 2.560], [-0.953, -2.435, 4.172]], "atomic_forces_ev_per_a": [[0.3, -0.2, 0.1], [-0.9, 0.5, 0.0], [-0.2, -0.1, 0.4], [0.1, 0.2, 0.0], [-0.3, 0.0, -0.4], [0.0, 0.0, 0.2], [0.1, 0.3, -0.1], [0.4, -0.1, 0.2], [0.0, 0.2, 0.1], [0.1, -0.1, -0.2], [0.2, 0.1, -0.1], [0.5, 1.7, 0.4], [-1.6, -1.2, 0.0], [1.1, -0.5, -0.8], [-1.0, 0.7, 1.4], [-0.3, 0.1, -0.2], [0.1, 0.1, 0.3], [0.1, -0.1, -0.2], [-0.1, -0.1, -0.4], [-0.1, 0.1, 0.1], [0.1, -0.2, 0.0], [0.2, 0.0, -0.2], [-0.2, 0.0, -0.2], [0.3, 0.0, -0.1], [0.1, -0.3, 0.0], [0.2, 0.1, 0.0], [0.0, -0.1, -0.2], [0.1, 0.0, -0.4], [0.1, 0.0, 0.7], [-0.8, -0.2, 0.0], [0.3, -0.4, 0.1], [0.8, 2.1, -0.2], [-0.3, -2.2, 0.6], [-0.4, -0.1, -0.1], [-0.2, -0.1, -0.6], [-0.1, 0.3, 0.1], [0.0, 0.1, 0.1], [-0.3, -0.3, 0.0], [-0.1, -0.3, -0.2], [0.1, 0.1, 0.2], [0.1, -0.1, 0.2], [-0.7, -0.5, -0.1], [0.0, 0.4, 0.0], [1.4, -0.8, 0.6], [-0.6, 1.6, -0.7], [0.2, 0.0, 0.0], [0.2, -0.2, 0.1], [-0.1, -0.2, 0.2], [-0.2, -0.1, 0.2], [-1.2, -0.6, -1.1], [-0.1, -0.1, 0.5], [-0.3, 0.2, 0.0], [1.1, 0.0, 0.2], [0.2, 0.2, 0.4], [0.1, -0.3, 0.2], [-0.2, 0.0, 0.3], [-0.2, 0.3, -0.2], [0.1, 0.0, 0.2], [0.0, 0.2, -0.1], [-0.1, -0.3, -0.1], [-0.2, 0.2, -0.2], [0.2, -0.2, 0.0], [0.0, 0.0, -0.1], [2.5, 0.8, -0.1], [0.8, -0.9, -0.8], [-0.5, 0.1, -0.4], [-0.3, 0.1, 0.3], [0.3, 0.8, 0.4], [-0.4, -0.1, 0.1], [0.1, 0.1, 0.0], [-0.1, -0.1, 0.1], [0.1, -0.3, 0.4], [0.1, 0.3, 0.0], [0.0, -0.2, -0.4], [0.1, 0.0, -0.4], [-0.2, -0.2, -0.1], [0.0, -0.1, 0.1], [0.2, 0.1, 0.3], [0.4, 0.1, -0.8], [-0.4, -0.1, 0.2], [-0.5, 0.1, 0.0], [0.1, -0.1, -0.1], [-0.1, 0.0, 0.0], [0.0, 0.0, 0.0], [0.0, -0.3, 0.4], [0.1, -0.1, -0.1], [0.0, 0.1, 0.0], [0.0, 0.0, 0.0]], "e_tot_ha": -2971.32246, "homo_ha": -0.138, "homo_lumo_gap_ev": 6.02, "fmax_ev_per_a": 2.59, "charge": -1}



(2)
{"formula": "C35H94N6O13", "method": "ωB97M-V with the def2-TZVPD basis set", "elements": ["C", "O", "H", "H", "H", "H", "C", "O", "H", "H", "H", "H", "C", "O", "H", "H", "H", "H", "C", "O", "C", "C", "N", "C", "C", "O", "C", "H", "H", "H", "H", "H", "H", "H", "H", "H", "H", "H", "H", "H", "H", "H", "C", "O", "C", "C", "N", "C", "C", "O", "C", "H", "H", "H", "H", "H", "H", "H", "H", "H", "H", "H", "H", "H", "H", "H", "C", "O", "C", "C", "N", "C", "C", "O", "C", "H", "H", "H", "H", "H", "H", "H", "H", "H", "H", "H", "H", "H", "H", "H", "C", "O", "C", "C", "N", "C", "C", "O", "C", "H", "H", "H", "H", "H", "H", "H", "H", "H", "H", "H", "H", "H", "H", "H", "C", "C", "C", "O", "C", "N", "H", "H", "H", "H", "H", "H", "H", "H", "H", "H", "H", "C", "C", "C", "O", "C", "N", "H", "H", "H", "H", "H", "H", "H", "H", "H", "H", "H"], "coordinates": [[0.533, 5.233, 2.561], [1.781, 5.603, 3.162], [-0.211, 5.189, 3.356], [0.194, 6.032, 1.901], [0.530, 4.285, 2.023], [2.494, 5.615, 2.520], [-1.506, -3.822, -4.586], [-1.829, -2.588, -5.207], [-0.909, -3.720, -3.680], [-2.442, -4.316, -4.325], [-0.904, -4.471, -5.222], [-2.300, -2.724, -6.032], [3.782, 2.248, 1.180], [2.690, 2.861, 1.859], [3.329, 1.332, 0.799], [4.027, 2.863, 0.315], [4.601, 1.927, 1.823], [1.928, 2.845, 1.276], [-5.073, 3.669, -2.041], [-4.423, 2.756, -1.165], [-3.409, 3.388, -0.366], [-2.304, 4.075, -1.150], [-1.672, 3.174, -2.097], [-0.794, 3.846, -3.065], [0.126, 2.731, -3.609], [1.227, 2.654, -2.730], [2.144, 1.564, -2.984], [-4.458, 3.830, -2.927], [-5.435, 4.596, -1.596], [-5.905, 3.070, -2.411], [-2.888, 2.695, 0.294], [-3.917, 4.112, 0.270], [-1.593, 4.506, -0.444], [-2.766, 4.880, -1.721], [-2.466, 2.830, -2.618], [-0.262, 4.676, -2.599], [-1.355, 4.329, -3.865], [0.469, 3.024, -4.601], [-0.294, 1.743, -3.800], [1.591, 0.635, -2.846], [3.066, 1.652, -2.409], [2.480, 1.752, -4.004], [2.909, -0.206, 3.572], [2.910, -0.607, 2.227], [3.311, -1.983, 2.056], [3.326, -2.305, 0.577], [4.229, -1.511, -0.216], [3.865, -1.353, -1.634], [4.099, -2.663, -2.399], [5.435, -2.708, -2.988], [5.732, -3.992, -3.603], [3.908, -0.262, 4.004], [2.247, -0.885, 4.110], [2.501, 0.789, 3.749], [2.520, -2.588, 2.500], [4.282, -2.140, 2.526], [2.288, -2.143, 0.285], [3.490, -3.379, 0.491], [4.236, -0.598, 0.216], [4.454, -0.539, -2.055], [2.877, -0.951, -1.859], [3.408, -2.750, -3.238], [3.859, -3.508, -1.754], [5.195, -4.117, -4.543], [5.621, -4.810, -2.891], [6.760, -4.016, -3.964], [-4.017, -4.295, -0.765], [-4.261, -2.911, -0.535], [-4.734, -2.164, -1.631], [-4.541, -0.645, -1.379], [-4.463, 0.212, -2.567], [-3.227, -0.038, -3.386], [-3.268, 0.700, -4.760], [-3.347, 2.142, -4.680], [-3.475, 2.756, -5.974], [-4.960, -4.649, -1.183], [-3.843, -4.895, 0.128], [-3.201, -4.498, -1.459], [-5.807, -2.339, -1.720], [-4.331, -2.544, -2.570], [-3.563, -0.573, -0.904], [-5.308, -0.323, -0.674], [-4.424, 1.165, -2.236], [-3.195, -1.090, -3.670], [-2.334, 0.159, -2.793], [-4.166, 0.405, -5.302], [-2.391, 0.429, -5.347], [-3.358, 3.838, -5.907], [-4.460, 2.484, -6.353], [-2.717, 2.355, -6.647], [-0.512, -2.822, 2.803], [0.361, -3.908, 2.963], [-0.399, -5.103, 3.193], [0.457, -6.332, 2.875], [0.392, -6.745, 1.483], [0.929, -5.794, 0.576], [1.535, -6.415, -0.677], [2.722, -7.063, -0.213], [3.825, -7.017, -1.148], [-1.010, -2.584, 3.743], [-1.182, -2.928, 1.950], [0.109, -1.982, 2.492], [-1.391, -5.256, 2.768], [-0.531, -5.052, 4.274], [0.179, -7.190, 3.486], [1.471, -6.211, 3.257], [0.983, -7.550, 1.334], [1.649, -5.100, 1.011], [0.231, -5.018, 0.262], [1.794, -5.658, -1.417], [0.800, -7.038, -1.188], [3.569, -7.560, -2.058], [4.710, -7.564, -0.821], [4.005, -5.966, -1.372], [-0.182, 1.055, 1.825], [0.415, 1.009, 0.429], [-0.410, 0.125, -0.479], [-0.151, -1.191, -0.168], [-1.142, -2.003, -0.676], [0.430, 2.410, 0.045], [0.295, 1.696, 2.566], [-0.088, 0.091, 2.326], [-1.260, 1.185, 1.725], [1.419, 0.587, 0.379], [-0.108, 0.252, -1.519], [-1.472, 0.362, -0.414], [-2.017, -2.015, -0.027], [-0.748, -3.011, -0.807], [-1.531, -1.724, -1.655], [0.708, 2.480, -0.923], [-0.537, 2.676, -0.073], [-1.183, 6.734, 7.225], [0.200, 6.464, 6.717], [0.309, 4.892, 6.485], [1.511, 4.568, 5.775], [1.546, 3.190, 5.252], [0.515, 7.204, 5.482], [-1.537, 5.928, 7.867], [-1.849, 6.940, 6.387], [-1.179, 7.613, 7.870], [0.822, 6.687, 7.584], [-0.505, 4.464, 5.899], [0.314, 4.386, 7.450], [1.332, 2.376, 5.945], [2.490, 2.989, 4.746], [0.673, 2.974, 4.635], [-0.126, 7.257, 4.704], [0.403, 8.170, 5.753]], "atomic_forces_ev_per_a": [[0.6, 0.7, 0.3], [-0.7, -0.2, -0.1], [0.1, -0.2, 0.2], [-0.1, 0.0, -0.4], [0.2, 0.0, 0.0], [-0.2, -0.3, -0.3], [-0.4, -0.5, -0.3], [0.6, 0.5, 0.4], [-0.2, 0.7, 0.0], [0.1, -0.4, 0.1], [-0.1, -0.1, -0.3], [0.0, -0.3, 0.1], [-1.9, -0.6, -0.8], [1.1, 0.4, 1.3], [0.6, -0.4, -0.4], [0.8, 0.1, 0.1], [-0.1, 0.7, 0.1], [-0.5, 0.0, -0.5], [-0.3, -1.3, -0.7], [0.9, 0.6, 0.8], [0.2, 0.2, 0.1], [-0.7, 0.5, -0.6], [-0.4, 0.3, 0.5], [-0.4, -1.5, 0.1], [0.9, 1.3, -0.6], [0.9, -0.4, 0.7], [-0.8, 1.5, -0.9], [0.2, 0.5, 0.0], [0.2, 0.0, 0.3], [-0.3, 0.3, 0.0], [-0.6, -0.7, -0.1], [0.1, 0.2, 0.1], [0.1, 0.0, 0.0], [0.0, 0.7, 0.1], [0.1, -0.6, -0.4], [0.5, -0.4, 0.2], [-0.2, -0.2, -0.3], [0.4, 0.3, -0.3], [-0.8, 0.0, 0.6], [0.4, -0.3, -0.1], [-0.5, 0.0, 0.6], [0.0, -0.8, -0.4], [-0.3, -0.6, 0.5], [0.3, 0.1, -0.7], [-0.3, 1.0, -0.1], [-1.0, -0.2, 0.3], [0.1, 0.5, -0.4], [0.8, -0.4, 0.0], [0.5, 0.6, -1.1], [-0.4, -1.1, 0.4], [0.2, 1.2, 0.1], [0.2, 0.0, 0.1], [0.0, -0.2, 0.4], [0.1, 0.1, -0.7], [0.2, -0.4, 0.3], [0.1, -0.1, 0.2], [-0.4, 0.0, -0.4], [0.3, -0.1, -0.1], [0.2, 0.2, 0.0], [0.7, -0.3, 0.0], [-0.8, -0.6, 0.5], [-0.3, 0.2, -0.2], [0.5, -0.2, 0.2], [-0.8, -0.2, 0.2], [-0.3, -0.1, -0.1], [0.3, 0.5, 0.5], [-1.3, 0.4, -0.7], [1.2, 0.0, 1.1], [-1.0, 0.1, -0.4], [1.4, -0.7, -0.3], [0.1, -0.8, -1.1], [-1.5, 0.7, -0.3], [-0.4, 0.6, 0.7], [0.6, 0.1, 0.3], [-0.1, -1.0, 0.7], [0.1, -0.7, -0.3], [0.1, 0.7, 0.4], [0.1, 0.3, -0.2], [-0.4, -0.1, -0.1], [0.5, 0.3, -0.1], [0.1, -0.1, 0.7], [0.0, 0.3, -0.2], [-0.1, 0.0, 0.1], [0.0, 0.0, 0.0], [0.3, 0.3, -0.1], [-0.1, -0.5, 0.0], [0.2, -0.1, 0.0], [-0.1, -0.1, 0.3], [-0.1, 0.2, -0.3], [0.1, 0.0, -0.2], [0.9, 1.0, -0.4], [-1.0, -0.8, -1.2], [1.6, -0.9, 1.6], [-0.1, -0.4, 0.4], [0.0, -0.5, 0.1], [0.2, 2.1, -1.5], [0.4, 0.6, 0.9], [0.7, -0.7, -0.7], [-1.3, -0.3, -0.1], [-0.4, 0.0, 0.0], [-0.5, -0.4, 0.2], [0.1, 0.2, 0.3], [0.0, 0.8, -0.7], [-0.4, -0.5, 0.3], [-0.8, 0.0, 0.0], [0.5, 0.8, -0.3], [-0.1, -0.5, 0.5], [0.8, -0.4, 0.4], [-0.9, -0.3, -0.2], [0.1, 0.4, 0.1], [0.2, -0.8, 0.1], [-0.3, 0.2, -0.4], [-0.2, 0.4, 0.8], [0.4, 0.0, -0.1], [0.2, -2.0, 0.8], [-0.3, 0.5, 0.7], [0.4, 1.0, -0.4], [0.5, -0.7, 0.5], [-0.8, -1.3, -0.2], [0.2, 0.1, -0.8], [-0.1, 0.6, -0.6], [-0.1, -0.4, -0.2], [-0.1, 0.6, 0.2], [0.2, 0.1, 0.4], [-0.1, 0.5, -0.4], [-0.3, 0.1, 0.1], [-0.1, -0.2, 0.2], [0.0, -0.2, 0.3], [0.3, 0.4, -0.3], [0.6, 0.1, -0.3], [-0.3, 0.2, 0.4], [-0.8, 0.4, 0.5], [-0.7, -2.5, -1.3], [1.3, 0.5, -0.7], [0.0, -1.7, 0.1], [-0.9, 1.0, 0.6], [0.9, 1.3, 1.3], [-0.3, -0.2, -0.2], [-0.3, -0.3, 0.2], [-0.1, 0.2, -0.1], [0.9, 0.3, -0.7], [-0.6, 0.4, -0.1], [-0.1, 0.0, 0.3], [0.7, 0.3, 1.3], [-0.3, 0.5, -0.1], [0.0, 0.7, -1.0], [-0.6, -1.5, 0.0], [0.7, 0.6, 0.3]], "e_tot_ha": -2696.18256, "smiles": "COC[C@H](C)N.COC[C@H](C)N.COCCNCCOC.COCCNCCOC.COCCNCCOC.COCCNCCOC.CO.CO.CO", "homo_ha": -0.317, "homo_lumo_gap_ev": 8.98, "fmax_ev_per_a": 2.95}